Entry 1:
Computed, not measured: a cluster of 2 separate species, CH10O2Si3 in total at a distorted geometry, with wB97M-V/def2-TZVPD.

Last column: natural (NBO) charge in e.
Atoms and positions in Å:
H1 0.22856 -0.95681 1.52217  0.205
H2 -1.41931 -1.40907 1.59724  0.192
H3 1.93959 -1.41093 -1.89024  0.517
O1 2.06726 -1.23322 -0.98545  -1.167
Si1 2.87642 -0.24099 -0.10951  1.330
Si2 -1.19774 0.06086 -0.43748  0.468
H4 -1.99118 1.45975 2.40695  -0.100
H5 -0.43532 -2.31721 0.54089  0.217
C1 -0.59717 -1.37373 1.03791  -0.904
H6 -2.30955 -0.86452 -1.08886  -0.103
H7 -3.16107 1.82494 0.30497  -0.147
H8 3.53114 0.79543 -2.15897  0.484
H9 0.18433 -0.04155 -1.02959  -0.124
O2 3.47628 0.99702 -1.20967  -1.148
Si3 -1.88713 1.74266 0.89403  0.420
H10 -1.30511 2.96736 0.60560  -0.139

Calculated values
Energy relative to the best compared isomer or geometry (same formula, charge and spin) in eV: 3.354
Maximum force in Eh/bohr: 0.0933
Highest occupied orbital energy in eV: -9.30

Entry 2:
Computed, not measured: a structure of composition C6H24Br2N12O6Y at a distorted geometry, with wB97M-V/def2-TZVPD.

Last column: natural (NBO) charge in e.
Atoms and positions in Å:
Br1 2.76957 -1.30552 -0.68775  -0.656
H1 -2.85431 -2.62346 0.16611  0.442
O1 -1.71860 0.95449 -1.35082  -0.682
H2 2.97300 -1.22678 3.45155  0.396
N1 1.35646 2.36369 -3.73149  -0.861
O2 0.05139 -2.61905 0.51079  -0.694
Br2 -1.10076 -2.29538 -2.39614  -0.635
O3 0.94747 1.74049 -0.36652  -0.740
H3 -4.09463 -2.54555 1.38264  0.393
O4 0.54149 0.44340 -2.82789  -0.684
N2 2.95472 2.70294 -0.76893  -0.803
H4 -3.22816 0.57295 2.53394  0.411
N3 -3.18618 -2.26941 1.05344  -0.814
N4 0.87551 0.10011 3.80546  -0.845
C1 1.26000 0.99105 -3.64919  0.825
H5 2.71372 0.73896 -5.07461  0.395
H6 -0.58946 3.01238 -1.11898  0.421
H7 -4.09407 1.32557 -1.93874  0.418
H8 3.66918 3.35537 -0.49966  0.400
H9 1.22559 2.51023 1.89324  0.414
H10 1.23894 -0.21458 4.68444  0.403
H11 -4.06434 -0.87736 2.90955  0.392
H12 1.79627 -0.67493 -4.68435  0.431
Y1 0.01755 -0.47684 -0.67821  1.701
C2 -2.69665 -1.06646 1.42014  0.817
O5 0.72117 -0.09237 1.56947  -0.709
N5 -3.27606 -0.42722 2.47607  -0.825
N6 2.05035 2.69974 1.35139  -0.812
H13 -0.41132 -5.63709 0.97226  0.394
H14 2.80394 3.23282 1.74296  0.407
C3 -0.02505 -3.70310 1.06966  0.818
H15 -3.76345 2.90337 -2.57248  0.405
N7 2.46420 -1.09814 2.59723  -0.857
C4 1.91963 2.39029 0.04438  0.822
H16 0.68037 2.88283 -3.20391  0.415
H17 0.03425 0.64131 3.72623  0.407
C5 1.32932 -0.35723 2.59892  0.811
N8 0.53032 -3.93244 2.30032  -0.839
O6 -1.72387 -0.58768 0.84104  -0.702
H18 0.17101 -4.71232 2.82212  0.391
H19 2.09858 2.80900 -4.23937  0.400
N9 1.92479 0.32003 -4.61573  -0.809
C6 -2.24578 2.03552 -1.59013  0.818
H20 2.78256 2.54982 -1.74968  0.417
N10 -3.54932 2.17025 -1.91714  -0.820
H21 2.79459 -1.33129 1.65847  0.457
H22 -0.93737 -4.65876 -0.45717  0.441
N11 -0.61190 -4.78207 0.48596  -0.835
H23 -1.97910 4.02290 -1.19218  0.398
N12 -1.50908 3.18808 -1.50109  -0.850
H24 0.96352 -3.14257 2.74438  0.413

Calculated values
Energy relative to the best compared isomer or geometry (same formula, charge and spin) in eV: 0.000
Maximum force in Eh/bohr: 0.0272
Highest occupied orbital energy in eV: -10.37
Net charge: +1

Entry 3:
Computed, not measured: a structure of composition C10H13N3 at a distorted geometry, with wB97M-V/def2-TZVPD.

Last column: natural (NBO) charge in e.
Atoms and positions in Å:
N1 4.43788 0.75114 0.05033  -0.639
H1 4.16128 1.38290 0.74760  0.448
H2 -5.63344 0.85387 -1.02641  0.311
H3 3.80269 -1.26166 -0.67842  0.270
C1 -3.89821 0.03341 0.00334  0.562
C2 1.33019 -1.37366 -0.04870  -0.194
C3 -0.04283 -1.28243 0.09908  -0.057
H4 4.41032 1.08670 -0.85221  0.441
C4 0.27331 1.12427 -0.07966  -0.061
H5 -0.26536 2.11359 -0.22224  0.268
C5 1.63398 0.99026 0.03644  -0.230
H6 -5.46937 1.23496 0.68351  0.282
C6 -1.95558 0.20395 0.11063  0.719
C7 3.69622 -0.53910 0.07965  -0.255
H7 2.34088 1.75778 -0.04612  0.208
H8 -3.53907 -2.07613 -0.26146  0.443
H9 5.42123 0.68676 0.12709  0.456
C8 -5.28261 0.43371 0.07303  -0.732
H10 -6.11297 -0.20558 0.21296  0.288
C9 -0.60869 0.02615 0.15036  -0.270
H11 4.11980 -1.01134 0.90239  0.250
N2 -2.88003 0.99618 0.04616  -0.426
H12 1.81883 -2.40631 -0.21180  0.252
N3 -3.30953 -1.12585 -0.09352  -0.597
C10 2.16650 -0.28349 0.08191  0.025
H13 -0.61540 -2.11009 0.11610  0.238

Calculated values
Energy relative to the best compared isomer or geometry (same formula, charge and spin) in eV: 2.846
Maximum force in Eh/bohr: 0.0942
Highest occupied orbital energy in eV: -16.84
Net charge: +2